Record 1
This record from the OMol25 dataset describes a single C6H12O molecule. The level of theory is ωB97M-V with the def2-TZVPD basis set.

Summary:
- E_tot (Ha) = -311.02184
- SMILES = CC[C@H]1C[C@]1(C)O

The geometry in XYZ format:
```
19
C6H12O ωB97M-V with the def2-TZVPD basis set
C 1.98 -0.14 1.03
C 1.38 -0.39 -0.35
C 0.26 0.54 -0.76
C -0.84 -0.01 -1.64
C -1.14 0.39 -0.24
C -1.50 -0.61 0.84
O -1.93 1.56 -0.18
H 2.70 -0.92 1.29
H 1.21 -0.14 1.81
H 2.50 0.82 1.09
H 1.00 -1.42 -0.39
H 2.17 -0.33 -1.11
H 0.55 1.58 -0.95
H -0.77 -1.07 -1.90
H -1.24 0.63 -2.42
H -2.55 -0.89 0.78
H -1.31 -0.19 1.83
H -0.90 -1.53 0.76
H -1.57 2.12 0.52
```

Atom charges from the Mulliken analysis, given in e for atoms 1 to 5: number 1, C, carries -1.153; number 2, C, carries -0.631; number 3, C, carries -0.254; number 4, C, carries -1.021; number 5, C, carries 1.137

=====

Record 2
This record from the OMol25 dataset describes 2 unconnected molecules or ions with the total composition C6H12O. The level of theory is ωB97M-V with the def2-TZVPD basis set.

Summary:
- E_tot (Ha) = -310.65422
- net charge = +1
- <S²> = 0.754
- multiplicity = 2

The geometry in XYZ format:
```
19
C6H12O ωB97M-V with the def2-TZVPD basis set
C 1.89 -1.20 0.50
C 2.70 -1.89 1.32
C 0.96 -0.11 0.89
C 0.94 0.98 -0.12
C -0.18 1.39 -0.82
C -0.22 2.28 -1.98
H 1.77 -1.62 -0.49
H 3.06 -2.89 1.10
H 3.00 -1.46 2.27
H -0.03 -0.44 1.20
H 1.31 0.27 1.86
H 1.91 1.47 -0.22
H -1.09 1.21 -0.24
H -0.92 1.87 -2.72
H -0.71 3.24 -1.78
H 0.73 2.37 -2.49
H -4.17 -1.97 -0.09
H -4.35 -0.45 -0.02
O -4.66 -1.28 0.33
```

Atom charges from the Mulliken analysis, given in e for atoms 1 to 5: number 1, C, carries -0.131; number 2, C, carries -0.710; number 3, C, carries -0.383; number 4, C, carries -0.207; number 5, C, carries 0.181

=====

Record 3
This record from the OMol25 dataset describes a gas-phase ion, C6H12O (charge +1). The level of theory is ωB97M-V with the def2-TZVPD basis set.

Summary:
- E_tot (Ha) = -310.63828
- net charge = +1
- <S²> = 0.754
- multiplicity = 2

The geometry in XYZ format:
```
19
C6H12O ωB97M-V with the def2-TZVPD basis set
C 0.48 -1.55 1.50
O -0.06 -0.59 2.49
C 1.61 -0.82 0.74
C 1.26 0.46 0.03
C 0.08 0.38 -0.92
C -1.32 0.51 -0.71
C -2.07 1.25 -1.91
H 0.92 -2.32 2.07
H -0.29 -1.94 0.89
H -0.24 0.16 1.84
H 2.45 -0.62 1.42
H 2.08 -1.55 0.13
H 1.05 1.21 0.83
H 2.30 0.74 -0.51
H 0.38 0.13 -1.95
H -1.71 0.39 0.25
H -2.58 0.50 -2.52
H -1.44 1.97 -2.37
H -2.89 1.68 -1.32
```

Atom charges from the Mulliken analysis, given in e for atoms 1 to 5: number 1, C, carries -0.649; number 2, O, carries -0.467; number 3, C, carries -0.502; number 4, C, carries -0.775; number 5, C, carries 0.050

=====

Record 4
This record from the OMol25 dataset describes a single C6H12O2 molecule. The level of theory is ωB97M-V with the def2-TZVPD basis set.

Summary:
- E_tot (Ha) = -386.25378
- SMILES = CC[C@@H](C)CC(=O)O

The geometry in XYZ format:
```
20
C6H12O2 ωB97M-V with the def2-TZVPD basis set
C -1.39 2.07 -0.63
C -0.59 1.36 0.42
C -0.14 -0.06 -0.06
C 0.63 -0.03 -1.34
C 0.83 -0.68 0.94
C 0.83 -2.15 0.57
O 1.60 -2.67 -0.12
O -0.13 -2.84 1.26
H -2.25 1.40 -0.83
H -1.78 3.00 -0.24
H -0.79 2.56 -1.28
H -1.11 1.49 1.45
H 0.31 1.85 0.67
H -1.10 -0.63 -0.05
H 0.21 -0.54 -2.17
H 0.88 0.98 -1.62
H 1.53 -0.62 -1.21
H 1.84 -0.20 0.89
H 0.72 -0.45 2.02
H -0.08 -3.83 1.34
```

Atom charges from the Mulliken analysis, given in e for atoms 1 to 5: number 1, C, carries -1.263; number 2, C, carries -0.979; number 3, C, carries 0.654; number 4, C, carries -1.500; number 5, C, carries -1.019

=====

Record 5
This record from the OMol25 dataset describes a single C6H12O2 molecule. The level of theory is ωB97M-V with the def2-TZVPD basis set.

Summary:
- E_tot (Ha) = -386.22156
- SMILES = CO[C@@H](C)CC(C)=O

The geometry in XYZ format:
```
20
C6H12O2 ωB97M-V with the def2-TZVPD basis set
C 0.55 2.01 0.22
O -0.19 1.03 -0.48
C -1.23 -0.04 0.21
C -2.40 -0.08 -0.74
C -0.37 -1.24 0.25
C 1.01 -0.75 -0.52
C 2.20 -0.79 0.42
O 1.15 -0.96 -1.72
H 0.67 1.75 1.28
H 0.04 2.97 0.14
H 1.53 2.10 -0.25
H -1.50 0.34 1.19
H -3.12 -0.84 -0.42
H -2.08 -0.33 -1.75
H -2.90 0.90 -0.77
H -0.08 -1.51 1.27
H -0.76 -2.11 -0.28
H 3.09 -0.42 -0.09
H 2.37 -1.82 0.74
H 2.02 -0.20 1.32
```

Atom charges from the Mulliken analysis, given in e for atoms 1 to 5: number 1, C, carries -0.767; number 2, O, carries -0.454; number 3, C, carries 0.673; number 4, C, carries -1.556; number 5, C, carries -1.067

=====

Record 6
This record from the OMol25 dataset describes a single C6H12O2 molecule. The level of theory is ωB97M-V with the def2-TZVPD basis set.

Summary:
- E_tot (Ha) = -386.02842
- SMILES = C1COCCCOC1

The geometry in XYZ format:
```
20
C6H12O2 ωB97M-V with the def2-TZVPD basis set
C 0.78 0.39 -0.90
C 1.93 -0.54 -0.22
O 1.33 -1.35 0.81
C -0.01 -1.87 0.42
C -1.10 -0.71 0.79
C -1.43 0.91 0.63
O -1.24 1.38 -0.67
C 0.03 1.85 -1.07
H 0.34 0.28 0.22
H 0.12 -0.31 -1.41
H 2.72 0.00 0.31
H 2.17 -1.21 -1.02
H -0.50 -2.75 1.01
H -0.39 -1.98 -0.53
H -1.00 -0.78 1.93
H -2.01 -1.40 0.78
H -1.09 1.64 1.31
H -2.53 0.98 0.85
H 0.53 2.56 -0.39
H -0.21 2.52 -2.08
```

Atom charges from the Mulliken analysis, given in e for atoms 1 to 5: number 1, C, carries -0.487; number 2, C, carries -0.308; number 3, O, carries -0.407; number 4, C, carries -0.790; number 5, C, carries -0.540

=====

Record 7
This record from the OMol25 dataset describes 3 unconnected molecules or ions with the total composition C6H12O2. The level of theory is ωB97M-V with the def2-TZVPD basis set.

Summary:
- E_tot (Ha) = -386.08571
- SMILES = C=C/C=C/C=C.O.O

The geometry in XYZ format:
```
20
C6H12O2 ωB97M-V with the def2-TZVPD basis set
C -1.54 -1.46 2.21
C -1.58 -0.72 1.01
C -0.95 -1.00 -0.19
C -0.73 0.40 -1.27
C 0.24 0.23 -2.21
C 0.80 1.33 -2.96
H -2.10 -1.08 3.07
H -1.25 -2.45 2.21
H -2.16 0.28 1.02
H -0.47 -1.94 -0.47
H -1.46 1.22 -1.47
H 0.72 -0.76 -2.23
H 0.31 2.30 -2.85
H 1.55 1.16 -3.71
O 1.65 1.25 0.19
H 0.91 1.17 -0.45
H 2.09 2.04 -0.06
O 1.18 -0.50 2.50
H 1.48 0.11 1.79
H 0.32 -0.79 2.15
```

Atom charges from the Mulliken analysis, given in e for atoms 1 to 5: number 1, C, carries -0.859; number 2, C, carries -0.001; number 3, C, carries -0.159; number 4, C, carries -0.412; number 5, C, carries -0.151

=====

Record 8
This record from the OMol25 dataset describes 2 unconnected molecules or ions with the total composition C6H12O2. The level of theory is ωB97M-V with the def2-TZVPD basis set.

Summary:
- E_tot (Ha) = -386.19047
- SMILES = C=CCCCC=O.O

The geometry in XYZ format:
```
20
C6H12O2 ωB97M-V with the def2-TZVPD basis set
C 1.19 -3.29 0.57
C 0.62 -2.19 0.10
C 1.54 -0.86 0.12
C 1.14 -0.14 1.40
C -0.19 0.52 1.09
C -0.06 1.94 0.88
O -0.90 2.75 0.68
H 2.25 -3.54 0.58
H 0.57 -4.23 0.64
H -0.34 -2.22 -0.36
H 1.33 -0.24 -0.75
H 2.65 -0.93 0.00
H 0.95 -0.84 2.18
H 1.93 0.60 1.77
H -0.81 0.37 2.03
H -0.67 0.07 0.20
H 0.99 2.41 0.91
O -2.68 1.11 -3.84
H -2.39 1.31 -3.04
H -3.25 0.43 -3.83
```

Atom charges from the Mulliken analysis, given in e for atoms 1 to 5: number 1, C, carries -0.751; number 2, C, carries -0.082; number 3, C, carries -0.884; number 4, C, carries -0.546; number 5, C, carries -0.221

=====

Record 9
This record from the OMol25 dataset describes 2 unconnected molecules or ions with the total composition C6H12O2. The level of theory is ωB97M-V with the def2-TZVPD basis set.

Summary:
- E_tot (Ha) = -386.19011
- SMILES = CC(C)=O.CC(C)=O

The geometry in XYZ format:
```
20
C6H12O2 ωB97M-V with the def2-TZVPD basis set
C -0.22 1.14 1.13
C -1.35 1.11 2.11
C -1.80 2.54 2.58
O -2.08 0.17 2.44
H 0.59 1.59 1.80
H -0.45 1.74 0.25
H 0.02 0.10 1.15
H -1.74 3.25 1.77
H -1.20 3.10 3.38
H -2.95 2.56 2.71
C 0.83 -2.99 -1.81
C 0.74 -1.68 -2.42
C 1.61 -0.51 -1.83
O -0.07 -1.48 -3.23
H 0.59 -2.82 -0.68
H 1.66 -3.36 -1.79
H 0.00 -3.70 -2.11
H 1.60 -0.34 -0.74
H 1.65 0.39 -2.60
H 2.57 -0.80 -2.11
```

Atom charges from the Mulliken analysis, given in e for atoms 1 to 5: number 1, C, carries -0.913; number 2, C, carries 0.675; number 3, C, carries -0.986; number 4, O, carries -0.560; number 5, H, carries 0.293

=====

Record 10
This record from the OMol25 dataset describes 2 unconnected molecules or ions with the total composition C6H12O2S2. The level of theory is ωB97M-V with the def2-TZVPD basis set.

Summary:
- E_tot (Ha) = -1182.46532

The geometry in XYZ format:
```
22
C6H12O2S2 ωB97M-V with the def2-TZVPD basis set
C 0.32 1.28 -1.97
C 0.33 -0.26 -2.13
C -1.19 0.20 -0.02
C -2.34 0.52 0.98
C 1.60 -1.58 1.52
C 1.09 -0.17 1.76
O -2.16 -0.55 -2.44
O 1.77 0.77 1.11
S -0.41 1.74 -0.40
S -1.21 -0.98 -1.40
H 1.47 1.63 -1.88
H -0.36 1.66 -2.78
H 0.29 -0.66 -3.17
H 1.11 -0.91 -1.61
H -2.02 0.94 1.87
H -2.77 -0.48 1.30
H -2.99 1.13 0.53
H 2.00 -1.90 2.40
H 2.43 -1.63 0.96
H 0.77 -2.33 1.10
H 0.60 -0.05 2.75
H 1.67 1.63 1.50
```

Atom charges from the Mulliken analysis, given in e for atoms 1 to 5: number 1, C, carries -0.463; number 2, C, carries -0.707; number 3, C, carries 0.467; number 4, C, carries -1.469; number 5, C, carries -1.290

=====

Record 11
This record from the OMol25 dataset describes a molecular structure, C6H12O2Si2. The level of theory is ωB97M-V with the def2-TZVPD basis set.

Summary:
- E_tot (Ha) = -965.22620

The geometry in XYZ format:
```
22
C6H12O2Si2 ωB97M-V with the def2-TZVPD basis set
C -2.60 0.31 0.94
C -3.44 -0.70 0.55
C -2.72 0.14 -1.29
C -2.07 0.86 -0.28
C 2.76 0.44 1.30
C 1.75 -2.03 -0.40
O -3.53 -0.81 -0.80
O 1.21 0.95 -1.09
Si -0.68 2.02 -0.43
Si 2.25 -0.09 -0.44
H -2.15 0.54 1.93
H -4.17 -1.23 1.15
H -2.74 0.06 -2.36
H 3.48 1.27 1.09
H 1.83 0.77 1.73
H 3.02 -0.50 1.87
H 0.87 -2.31 -1.02
H 2.70 -2.57 -0.86
H 1.60 -2.25 0.65
H -0.36 2.33 0.84
H -0.31 2.69 -1.58
H 3.31 0.12 -1.46
```

Atom charges from the Mulliken analysis, given in e for atoms 1 to 5: number 1, C, carries -0.307; number 2, C, carries -0.384; number 3, C, carries -0.509; number 4, C, carries 0.454; number 5, C, carries -0.889

=====

Record 12
This record from the OMol25 dataset describes a single C6H12O3 molecule. The level of theory is ωB97M-V with the def2-TZVPD basis set.

Summary:
- E_tot (Ha) = -461.54691
- SMILES = CCC[C@](C)(O)C(=O)O

The geometry in XYZ format:
```
21
C6H12O3 ωB97M-V with the def2-TZVPD basis set
C 1.97 0.05 -1.24
C 0.60 0.53 -1.67
C -0.67 -0.04 -0.91
C -0.54 -0.19 0.60
C -0.06 1.03 1.38
O 0.23 -1.35 0.92
C -2.05 -0.53 1.11
O -2.93 0.30 1.26
O -2.17 -1.82 1.54
H 2.71 0.34 -2.00
H 2.01 -1.03 -1.13
H 2.29 0.53 -0.31
H 0.57 1.62 -1.64
H 0.45 0.26 -2.72
H -1.50 0.62 -1.16
H -0.88 -1.03 -1.34
H 1.03 1.10 1.42
H -0.41 0.96 2.42
H -0.46 1.96 0.96
H 1.13 -1.05 1.18
H -1.31 -2.26 1.34
```

Atom charges from the Mulliken analysis, given in e for atoms 1 to 5: number 1, C, carries -1.070; number 2, C, carries -0.426; number 3, C, carries -1.043; number 4, C, carries 1.584; number 5, C, carries -1.594

=====

Record 13
This record from the OMol25 dataset describes 2 unconnected molecules or ions with the total composition C6H12O6. The level of theory is ωB97M-V with the def2-TZVPD basis set.

Summary:
- E_tot (Ha) = -687.16664
- SMILES = C1OCOCO1.C1OCOCO1

The geometry in XYZ format:
```
24
C6H12O6 ωB97M-V with the def2-TZVPD basis set
C -1.60 2.12 1.07
O -0.55 2.39 0.20
C -1.08 2.16 -1.06
O -1.45 0.90 -1.25
C -2.39 0.50 -0.28
O -2.01 0.83 0.99
H -2.51 2.72 0.89
H -1.40 2.14 2.16
H -0.24 2.41 -1.74
H -1.89 2.88 -1.26
H -2.52 -0.60 -0.26
H -3.37 0.96 -0.50
C 0.84 -0.91 0.65
O 2.13 -0.38 0.70
C 2.89 -1.02 -0.30
O 2.92 -2.35 -0.05
C 1.62 -2.92 0.06
O 0.90 -2.26 0.97
H 0.30 -0.81 -0.31
H 0.21 -0.46 1.44
H 3.90 -0.57 -0.28
H 2.46 -0.84 -1.30
H 1.80 -3.97 0.35
H 1.03 -2.92 -0.88
```

Atom charges from the Mulliken analysis, given in e for atoms 1 to 5: number 1, C, carries -0.289; number 2, O, carries -0.366; number 3, C, carries -0.244; number 4, O, carries -0.339; number 5, C, carries -0.239